{
  "formula": "C27H30N4O4",
  "method": "ωB97M-V/def2-TZVPD",
  "elements": ["C", "C", "C", "C", "C", "C", "C", "C", "N", "C", "O", "C", "N", "C", "O", "C", "C", "C", "C", "O", "H", "H", "H", "H", "H", "H", "C", "C", "C", "C", "N", "C", "H", "H", "H", "H", "H", "C", "O", "N", "H", "C", "C", "C", "C", "C", "C", "H", "H", "H", "H", "H", "H", "H", "H", "H", "H", "H", "H", "H", "H", "H", "H", "H", "H"],
  "xyz": [[1.220, 0.435, -2.256], [0.031, -0.454, -2.067], [-0.403, -1.260, -3.114], [-1.477, -2.118, -2.970], [-2.141, -2.191, -1.758], [-1.727, -1.395, -0.707], [-0.658, -0.517, -0.852], [-0.200, 0.299, 0.333], [0.896, -0.384, 1.014], [1.946, 0.360, 1.415], [2.018, 1.558, 1.220], [3.081, -0.377, 2.136], [4.345, 0.127, 1.648], [4.599, 0.067, 0.318], [3.909, -0.569, -0.463], [5.805, 0.786, -0.108], [6.361, 0.902, -1.356], [7.502, 1.717, -1.205], [7.558, 2.040, 0.118], [6.541, 1.486, 0.790], [8.250, 2.636, 0.680], [8.185, 2.022, -1.971], [5.988, 0.454, -2.254], [4.822, 0.831, 2.187], [3.030, -1.453, 1.956], [3.004, -0.182, 3.206], [0.800, -1.796, 1.114], [1.528, -2.613, 0.252], [1.348, -3.982, 0.336], [0.447, -4.475, 1.268], [-0.241, -3.702, 2.091], [-0.071, -2.395, 2.020], [-0.650, -1.792, 2.707], [0.266, -5.537, 1.366], [1.892, -4.651, -0.314], [2.223, -2.174, -0.448], [0.220, 1.261, 0.009], [-1.339, 0.633, 1.309], [-1.303, 0.379, 2.494], [-2.352, 1.283, 0.708], [-2.335, 1.392, -0.293], [-3.573, 1.651, 1.396], [-4.094, 2.990, 0.873], [-4.622, 2.879, -0.557], [-5.691, 1.795, -0.657], [-5.140, 0.453, -0.188], [-4.642, 0.560, 1.251], [-5.479, 0.806, 1.907], [-4.226, -0.393, 1.582], [-5.919, -0.310, -0.247], [-4.323, 0.139, -0.842], [-6.042, 1.715, -1.688], [-6.545, 2.072, -0.034], [-5.038, 3.841, -0.862], [-3.805, 2.647, -1.244], [-4.902, 3.322, 1.527], [-3.296, 3.733, 0.921], [-3.300, 1.742, 2.453], [-2.231, -1.464, 0.246], [-2.973, -2.866, -1.628], [-1.790, -2.735, -3.799], [0.121, -1.217, -4.059], [1.557, 0.401, -3.289], [2.046, 0.118, -1.619], [0.990, 1.470, -2.004]],
  "atomic_forces_ev_per_a": [[0.07, 0.01, 0.07], [-0.16, 0.01, 0.00], [0.01, -0.03, 0.00], [-0.03, -0.05, -0.02], [-0.07, -0.08, 0.04], [0.05, 0.03, -0.12], [-0.15, 0.06, -0.14], [0.22, 0.13, 0.06], [-0.61, 0.05, -0.16], [0.35, -0.03, 0.26], [0.05, 0.15, 0.05], [0.04, -0.05, -0.36], [0.01, 0.06, 0.25], [0.22, 0.03, 0.54], [0.04, -0.01, -0.11], [0.21, -0.06, -1.30], [-0.53, -0.21, 0.75], [0.14, 0.21, 0.53], [0.44, 0.16, -0.70], [-0.29, -0.11, 0.42], [0.02, 0.05, 0.16], [0.18, 0.10, -0.10], [-0.15, -0.13, -0.15], [-0.02, -0.04, -0.08], [0.01, 0.18, 0.17], [-0.02, -0.03, -0.08], [0.21, -0.61, 0.08], [-0.21, -0.02, 0.13], [-0.02, 0.09, 0.03], [0.15, -0.15, -0.19], [-0.32, -0.37, 0.29], [0.20, 0.45, -0.01], [0.04, 0.14, -0.03], [0.06, -0.11, -0.07], [0.04, -0.08, -0.05], [0.03, 0.07, -0.05], [-0.15, -0.21, 0.04], [0.22, 0.17, -0.42], [0.00, -0.10, 0.31], [-0.27, 0.27, -0.20], [0.15, -0.09, 0.01], [-0.19, 0.05, 0.46], [0.18, -0.07, -0.11], [-0.26, 0.06, 0.21], [0.22, -0.09, -0.23], [-0.25, 0.10, 0.20], [0.22, -0.03, -0.12], [-0.06, -0.02, 0.07], [0.00, -0.01, 0.10], [0.06, -0.07, -0.06], [0.03, -0.07, -0.07], [-0.09, 0.03, 0.01], [-0.09, 0.03, 0.01], [0.10, 0.01, -0.08], [0.05, 0.04, -0.12], [-0.03, 0.03, 0.04], [-0.01, 0.03, 0.09], [-0.06, 0.02, -0.19], [-0.10, -0.01, 0.09], [-0.08, -0.07, 0.01], [-0.03, -0.05, -0.08], [0.06, 0.03, -0.09], [0.03, 0.03, -0.06], [0.07, 0.06, 0.03], [0.04, 0.09, 0.00]],
  "lowdin_charge": [-0.018, -0.208, -0.040, -0.078, -0.071, -0.038, -0.147, -0.128, 0.063, -0.422, 0.080, -0.050, 0.094, -0.413, 0.067, -0.180, 0.014, -0.048, -0.104, 0.052, 0.124, 0.103, 0.119, 0.144, 0.119, 0.142, -0.208, 0.006, -0.040, -0.150, 0.073, -0.069, 0.111, 0.102, 0.103, 0.108, 0.148, -0.433, 0.084, 0.118, 0.136, -0.304, -0.146, -0.200, -0.204, -0.198, -0.141, 0.120, 0.112, 0.111, 0.099, 0.108, 0.114, 0.109, 0.106, 0.119, 0.117, 0.147, 0.116, 0.105, 0.102, 0.108, 0.081, 0.063, 0.090],
  "multiplicity": 1,
  "de_lowest_kcal_mol": 23.4
}

***

{
  "formula": "C5H10N2O",
  "method": "ωB97M-V/def2-TZVPD",
  "elements": ["C", "C", "C", "C", "N", "C", "O", "N", "H", "H", "H", "H", "H", "H", "H", "H", "H", "H"],
  "xyz": [[-1.424, 1.556, 0.481], [1.077, 0.542, -1.652], [-1.407, -0.846, -0.043], [-0.749, 0.278, 0.065], [1.430, -1.277, 1.511], [0.732, 0.314, -0.186], [1.303, -1.014, 0.120], [-2.043, -1.856, -0.279], [0.932, -2.147, 1.696], [2.414, -1.492, 1.672], [-2.159, -2.570, 0.432], [1.182, 1.090, 0.449], [-1.232, 2.340, -0.251], [-2.499, 1.416, 0.561], [-1.041, 1.888, 1.447], [2.157, 0.521, -1.780], [0.636, -0.246, -2.257], [0.691, 1.502, -1.986]],
  "atomic_forces_ev_per_a": [[-0.07, -0.19, 0.00], [0.12, -0.12, 0.37], [0.15, 0.15, 0.13], [-0.11, 0.30, 0.24], [-0.13, 0.38, 0.25], [0.27, -1.32, 0.28], [0.22, 0.64, -0.41], [-0.23, -0.43, -0.50], [-0.08, 0.16, -0.27], [-0.12, 0.14, -0.26], [0.04, 0.21, 0.26], [0.05, -0.30, 0.01], [-0.02, 0.11, -0.02], [-0.06, 0.09, 0.02], [0.01, 0.08, 0.04], [0.08, 0.08, -0.07], [-0.06, -0.05, -0.05], [-0.04, 0.08, -0.03]],
  "lowdin_charge": [-0.048, -0.031, -0.146, -0.269, 0.029, -0.342, -0.204, 0.161, 0.075, 0.080, 0.067, 0.144, 0.077, 0.080, 0.080, 0.079, 0.087, 0.081],
  "multiplicity": 1,
  "de_lowest_kcal_mol": 79.2
}

***

{
  "formula": "C5H9NOS",
  "method": "ωB97M-V/def2-TZVPD",
  "elements": ["C", "C", "C", "C", "C", "H", "H", "H", "H", "H", "H", "H", "H", "H", "N", "O", "S"],
  "xyz": [[0.210, -0.552, 1.190], [-0.681, -1.256, 0.208], [-1.130, 0.469, -1.383], [-0.489, 1.678, -0.624], [1.785, -0.213, 0.811], [-0.278, 0.408, 1.406], [0.287, -0.859, 2.291], [-0.028, -2.042, -0.528], [-1.355, -1.994, 0.613], [-0.270, 0.107, -2.013], [-1.852, 0.675, -2.088], [-1.368, 2.419, -0.614], [2.336, 0.282, 1.655], [2.088, -1.254, 0.642], [0.636, 2.012, -0.225], [-1.689, -0.563, -0.566], [1.798, 0.684, -0.775]],
  "atomic_forces_ev_per_a": [[1.54, 2.55, 2.30], [0.53, -3.83, -2.37], [3.82, -1.64, 0.63], [-5.41, 0.93, -1.69], [-2.70, -1.02, 0.03], [0.09, 0.02, -0.28], [-0.43, -0.84, -1.71], [-1.30, 2.45, 1.46], [0.20, -0.23, 1.12], [-0.80, -0.41, 0.57], [-1.90, 1.42, -1.03], [1.50, -0.21, 1.00], [-0.64, -0.47, -0.92], [0.88, 0.49, -0.18], [2.15, -1.24, -0.85], [2.12, 1.30, 0.32], [0.36, 0.74, 1.61]],
  "lowdin_charge": [-0.237, -0.241, -0.221, -0.301, -0.451, 0.083, 0.130, 0.180, 0.106, 0.081, 0.090, 0.132, 0.082, 0.061, -0.181, -0.140, 0.828],
  "multiplicity": 1,
  "de_lowest_kcal_mol": 95.9
}